Record 1
Below is a 2-piece molecular cluster, C7H13N5O overall, with properties calculated with ωB97M-V/def2-TZVPD.

Each line ends with the Löwdin charge.
Atoms and positions in Å:
H 0.47079 -1.88937 -2.43489  0.159
N 1.17440 2.40690 2.65373  0.151
H 2.02387 2.37041 3.30707  0.187
C -1.99518 1.12721 -3.04697  0.013
H -0.10135 -2.15575 2.53171  0.155
H -1.37767 1.77378 -1.06958  0.117
H -2.36534 2.08480 -3.33303  0.118
C 0.87505 0.14788 2.49836  -0.538
C -0.20450 -0.95252 -2.63068  0.021
H 1.18231 -0.53368 -0.28584  0.121
H -0.97295 -1.82109 -4.43000  0.133
N 0.42642 0.13202 -0.51995  0.187
H 1.10336 -2.98338 1.52350  0.250
N 1.11196 -0.84182 1.66524  0.041
H 1.43341 -2.32402 3.02620  0.180
O 0.56254 -0.03167 3.75285  0.140
H 0.17441 0.84360 4.22011  0.234
N 0.90095 1.31480 1.93284  0.044
C -1.18056 1.18244 -1.93019  0.008
H 1.32037 3.24944 2.16462  0.116
H -2.43325 0.15216 -4.90470  0.088
H 0.47827 1.00012 0.04223  0.099
N 0.83683 -2.14834 2.20431  0.192
C -0.97807 -0.95644 -3.75680  -0.040
C -1.93185 0.06298 -4.03896  0.075
C -0.31125 0.10857 -1.61719  -0.251

energy relative to the best compared isomer or geometry (same formula, charge and spin)	4.6997	eV
2S+1	1
net charge	+2
DFT total energy	-16946.95264	eV
molar mass	183.22	g/mol



Record 2
Below is a 11-piece molecular cluster, C93H206F12N4O13P3S overall, with properties calculated with ωB97M-V/def2-TZVPD.

Each line ends with the Löwdin charge.
Atoms and positions in Å:
H 3.16632 10.05735 -2.88259  0.063
C -8.16544 6.82863 -0.82093  -0.100
H -7.27327 5.14038 -1.68663  0.104
H -10.31465 2.95215 2.17262  0.117
C -1.83232 -2.35625 2.97723  -0.125
C -0.15912 -1.70666 -0.97284  -0.181
H 2.38847 8.57878 1.47246  0.100
H -2.48844 -2.90751 -0.90236  0.036
H -4.72675 0.72264 3.56673  0.050
H 1.42060 2.26499 -4.85885  0.047
H 0.42687 -3.95920 -4.54706  0.133
C 1.00073 -3.03289 -4.57375  -0.193
H 7.18015 -0.00552 5.28946  0.099
H 3.26871 6.27695 3.28314  0.097
H 1.74832 0.45829 -8.91323  0.145
H 4.68265 3.62624 -2.85117  0.095
C -7.34316 2.05829 2.07365  -0.244
H -1.02606 4.02831 -5.50081  0.103
H 2.51076 6.26788 -2.74656  0.082
O 4.76154 1.78928 -6.06057  -0.252
H 3.86047 -1.70446 10.60181  0.106
N 5.36414 -5.81390 -0.86741  -0.194
H 3.36746 3.68753 1.59678  0.085
H -1.06241 0.68287 -6.22396  0.093
H 4.74753 -1.80955 4.36717  0.091
C -7.27027 -0.50758 -0.54622  -0.176
C -3.83899 3.19717 -1.68384  -0.599
O 0.44755 -2.10044 -5.43909  -0.199
C -4.41590 1.25699 -4.00022  -0.247
C -1.55506 1.51943 -6.71949  0.059
F -1.95967 -5.22502 -8.11476  0.142
H 0.48203 4.21744 -6.16904  0.126
C 4.09530 -2.65146 10.11588  -0.232
C 4.31220 1.67588 -4.71170  -0.471
H -4.00788 -6.23032 -6.63844  0.123
H -3.66676 -3.14539 -2.15488  0.076
C 6.34554 -2.75375 5.75201  -0.207
O 0.99016 2.10246 -9.78012  -0.205
H -7.77794 -3.01477 0.92897  0.072
C 4.84724 -1.12879 8.21661  -0.230
P -8.68229 1.66856 0.92488  1.022
H -3.15460 -1.56078 -1.73679  0.064
H 6.99052 2.23747 -1.63133  0.074
H 3.17931 8.69443 -1.09248  0.101
C -4.17796 -5.47777 3.99829  -0.051
C 2.23202 8.24041 -3.70926  -0.207
H 0.47583 1.38234 3.20951  0.074
H -0.01359 -0.86642 5.19413  0.098
H -5.09998 3.65423 2.83717  0.116
H -2.40449 2.01198 -6.24625  0.094
H 6.27031 -3.99534 -1.34164  0.102
C -2.05930 -4.67943 2.02915  0.024
C -11.92678 1.24172 3.40555  -0.247
H -12.14984 -0.78734 4.32370  0.078
H 1.16902 8.40988 -3.53781  0.106
H 5.20772 6.60469 -0.39311  0.105
H 1.26140 -3.30302 -2.51340  0.095
O 0.43555 -5.02627 -0.86575  -0.379
H 6.35192 -6.49365 1.68369  0.109
C 0.56516 -0.04133 4.77895  -0.266
O 5.47441 2.06623 -3.94884  -0.097
C -10.22616 1.93259 1.79745  -0.288
C -4.85130 2.64780 2.50045  -0.234
H 2.92407 -3.42527 11.82702  0.080
C 0.88380 1.55142 -11.08254  -0.079
H -1.84557 -1.81638 3.92404  0.106
H 4.72079 3.15830 0.58867  0.095
H 1.32303 4.78839 -1.82250  0.083
H -9.00139 5.20480 -1.98261  0.116
H 2.45937 -1.74109 6.27649  0.073
C -2.73948 -4.58566 -7.24027  -0.572
P 4.45180 -0.73935 6.44050  1.033
H 2.24978 -3.81975 10.23343  0.064
H -9.40877 2.81397 -1.07728  0.103
F -2.05975 -4.65527 -6.07928  0.083
H 1.53766 0.70449 -11.29061  0.093
H -9.38208 -0.05530 -0.60084  0.107
H 2.15828 6.84230 5.99545  0.062
H -1.04743 2.92900 -9.11840  0.121
H -3.91831 -5.84930 4.98957  0.081
H 6.48384 3.84042 -1.34931  0.045
H -3.89502 2.67133 1.97788  0.097
C 6.57273 -4.86577 -0.75941  0.017
F -2.76096 -3.26608 -7.55081  0.106
C -8.23574 5.35229 -1.22096  -0.253
H -6.82017 -3.27626 -0.57652  0.070
C 0.86079 -2.23010 -6.73184  -0.090
C 4.19321 -5.13465 -0.03768  -0.105
H -5.40554 -1.35661 0.05990  0.076
C 2.55830 7.80705 -1.21493  -0.299
C -0.62449 -0.41317 -3.00989  0.019
F -5.17664 3.27183 -1.84912  0.100
H 7.12562 -5.28708 4.71699  0.090
H -7.44551 3.05345 2.50640  0.104
H 2.68131 -4.28200 3.68819  0.077
H 6.00828 3.74490 5.64852  0.045
H -0.34760 -2.68924 -0.54027  0.099
H 1.58026 8.23498 -0.99488  0.111
H -7.58376 -1.14572 -1.37241  0.120
H -0.13798 1.23695 -11.29502  0.092
H 0.26061 -0.22603 2.59957  0.056
H -5.20464 -0.77712 -4.64511  0.077
C -4.80758 -5.00877 -4.62182  -0.272
H -3.83666 1.94281 4.43923  0.066
H -1.43744 -5.55000 2.23769  0.099
C -5.86177 2.09439 1.50100  -0.224
H 6.20115 -3.52208 6.51155  0.111
H -6.25173 -1.06068 1.42839  0.082
C -6.79551 -2.94574 0.46187  -0.058
H 4.80113 1.50871 6.59887  0.104
O 4.39328 -7.32352 1.74707  -0.214
H 6.17746 4.84489 0.92215  0.107
H 4.22292 -3.04609 5.45839  0.080
H 4.06684 9.41665 -4.28705  0.081
H -2.34103 -0.82909 1.37835  0.075
H -5.90918 2.77446 0.65049  0.087
C 5.00607 -5.91549 -2.39854  -0.141
H -1.45215 -4.19857 1.26217  0.090
O -0.62034 -6.56638 -2.37820  -0.300
H -3.11923 3.40632 -7.87747  0.080
C 0.38076 -7.76722 -0.27007  -0.690
C 2.66867 7.14713 3.01699  -0.259
H 4.83722 3.59772 3.69641  0.058
H -5.96992 -3.39692 1.01226  0.047
C 7.16685 -3.22232 4.53045  -0.269
H -12.04862 2.30729 3.60005  0.120
C -6.43604 -1.40719 0.41149  -0.268
H 6.65700 -7.52977 -0.68734  0.133
H 3.32251 -8.06937 3.38753  0.101
H 0.03800 0.57183 -8.77761  0.118
H -7.97269 4.56888 0.86663  0.098
C -8.56838 2.95962 -0.39858  -0.250
H 4.03784 8.19139 1.70711  0.116
H 4.32340 -3.29970 8.05893  0.105
H 4.92939 0.91083 4.83657  0.077
C 0.00119 0.42688 3.43296  -0.085
H 3.63258 2.52760 -4.68345  0.110
C 0.91275 1.97072 -7.49204  -0.068
H 0.69169 -4.83088 5.06581  0.127
C 6.97514 3.39318 6.00847  -0.099
C 4.33535 -7.93546 3.00764  -0.081
H -0.17575 1.80004 -4.27982  0.049
H -6.66502 0.34673 -0.84944  0.088
N -0.34363 -1.85420 -2.50282  -0.154
H 8.19679 -3.32327 4.87272  0.119
H -7.68427 2.75111 -1.00105  0.081
H 6.99051 -5.69515 -3.24554  0.077
H 4.94694 -8.83771 3.00449  0.095
C 0.99784 -2.46279 -3.15578  -0.029
C -3.66960 -4.04526 3.71467  -0.157
C -2.77704 -2.57051 -1.89797  -0.058
F 1.52086 -7.77096 0.28251  0.166
F -3.57082 2.16833 -0.92828  0.140
H 1.21177 1.37994 -6.62620  0.112
H -2.97805 -4.93848 1.50297  0.118
H -5.89177 -3.19916 -4.05617  0.049
C 0.15485 -4.84989 4.11737  -0.193
C 0.41823 2.63703 -4.64689  -0.038
C 0.06064 3.36679 -0.68020  -0.213
C 5.20368 3.20919 2.74624  -0.102
H 1.15115 -0.04658 -0.76759  0.076
H 4.37605 5.23467 -1.00112  0.069
C -0.18761 3.42162 -5.84291  -0.139
C 7.48737 2.08399 5.35280  -0.218
C 5.20434 2.68327 -2.68766  -0.299
H 0.95325 7.61972 5.17655  0.060
H 2.47816 9.10549 3.85051  0.103
H 7.27405 3.39662 -2.85977  0.097
O -4.93340 -4.55096 -5.97093  -0.125
C 4.89356 -2.19059 5.37790  -0.236
H 5.13952 -2.92031 10.27535  0.113
C 3.04943 7.73378 1.66532  -0.275
H 7.07896 0.47877 6.85725  0.109
H -8.89076 7.03565 -0.03406  0.073
C -1.28337 -4.28654 4.42477  -0.041
C -0.96059 3.51830 -8.20555  -0.153
C 5.71532 -7.26082 1.24288  -0.195
H 1.21816 -1.18296 0.56209  0.067
H -0.95865 -0.99909 -0.75329  0.107
H -7.36123 1.23576 2.78864  0.086
O -3.20057 3.99437 -4.04491  -0.250
H 0.10396 -5.91068 3.87199  0.129
C -12.23190 0.26939 4.57804  -0.088
H 2.61134 10.20254 -4.54373  0.075
H -13.23774 0.51353 4.91976  0.078
H -5.00858 1.12907 -3.09443  0.096
H -1.77214 -5.16444 4.84725  0.126
H -0.13273 3.38482 1.50341  0.070
H 3.88038 8.25935 4.48144  0.106
H 6.36667 -7.37336 -3.20095  0.086
H -4.81284 -6.08860 -4.47338  0.114
H 4.20170 -6.64788 -2.46711  0.112
H 1.96256 -1.75450 -0.79193  0.054
C 4.46084 5.86165 -0.11353  -0.237
H 5.00646 -7.92663 -0.77617  0.148
H 1.64777 6.77479 2.93189  0.099
H -1.65487 -0.08207 -2.88032  0.086
H -3.69181 -0.89431 -3.99789  0.039
H 7.48832 -5.36477 -1.07689  0.106
C 2.83152 8.13913 4.21024  -0.216
O 0.73350 -4.04445 3.12944  -0.203
N -0.47011 2.57743 -7.09896  -0.198
C -8.60622 4.47297 -0.01515  -0.229
H 6.28856 -8.15492 1.48801  0.132
H 3.91039 7.07384 -2.77565  0.116
H -0.22872 4.30013 -8.40855  0.138
C -3.06156 3.01937 -3.02522  -0.440
H 1.68244 -1.63311 -2.97958  0.102
H 7.18932 -2.51372 3.70252  0.110
H 5.24586 5.74609 1.95994  0.094
H -3.67976 -1.28836 2.44621  0.062
H -8.96091 -0.72307 0.80906  0.086
P 2.84382 6.70669 0.18228  1.051
O 1.79923 -6.58154 -2.18131  -0.341
C 3.63580 0.42946 -4.16639  -0.507
H 2.24596 -5.33208 2.28626  0.092
O -3.12151 1.71123 -3.63792  -0.135
H 2.23597 -1.28795 4.26391  0.097
C 6.52340 3.08455 -2.13366  -0.077
H 8.52563 1.94021 5.65189  0.113
C -10.51087 0.97714 2.93429  -0.287
C 6.76220 -4.55610 3.99471  -0.119
H -3.84947 -0.17479 -5.52940  0.073
H 1.93557 8.62839 6.20712  0.074
F 2.62873 0.67921 -3.25265  0.058
H 7.56281 4.31036 5.96961  0.082
H 0.60311 -3.23456 -7.06762  0.109
H -0.85019 -2.39045 2.50567  0.106
H -7.04266 -4.56964 -4.30568  0.081
C -1.59043 -2.73420 -2.90700  -0.081
H -4.34294 -3.82861 2.88535  0.105
H 7.56626 2.28889 4.28514  0.092
H 5.83656 -6.26258 -4.39988  0.104
C 4.44952 3.73364 1.47382  -0.213
H -3.91774 -4.71510 -4.06502  0.078
H -3.95002 -6.20574 3.21970  0.089
H 0.54869 6.06707 0.22495  0.096
C 6.77401 0.82340 5.86915  -0.241
C 1.35471 4.31291 -0.84218  -0.170
H 2.22133 7.72541 -4.66986  0.104
H -4.92936 1.76335 -4.81758  0.128
C -2.33130 4.15516 -7.95808  -0.050
C 5.68653 -7.22127 -0.29861  -0.040
H -2.34126 4.81541 -7.09086  0.080
H -5.26614 -5.41524 4.00583  0.095
C 3.99759 -2.39767 8.57690  -0.241
H 5.04647 2.13503 2.84403  0.051
C 3.17242 -3.68186 10.79718  -0.093
H -1.85005 -2.54487 -3.94857  0.128
C 1.12753 -1.10819 -0.52156  -0.056
F -0.68376 -7.53511 0.54631  0.104
H -0.46126 -0.43686 -4.08733  0.085
H -1.07658 0.28862 3.51899  0.067
C -4.68112 1.79322 3.76646  -0.108
C 5.13014 5.09213 1.09562  -0.223
H -2.58546 4.72323 -8.85296  0.090
C 0.94591 1.17322 -8.73131  -0.218
H 1.18567 2.33182 -11.78108  0.096
H 2.99771 -2.14117 8.22682  0.079
H -9.73110 1.18418 3.66723  0.108
C 1.44070 5.44589 0.30592  -0.214
C -4.12683 -5.22033 -7.03072  -0.432
H 6.73447 -4.54976 0.27117  0.089
H -8.50284 7.46784 -1.63681  0.075
H 4.39955 -4.97477 1.02061  0.098
H -6.01651 -4.45996 -2.96250  0.033
H 3.33226 -5.80313 -0.03350  0.098
C -4.30394 -0.17254 -4.53867  -0.060
H -5.51146 1.91199 4.46252  0.069
H 5.88919 -1.31075 8.47993  0.104
H 0.45374 0.77077 5.49742  0.118
H -5.55396 1.14200 1.06936  0.087
H -1.31708 -3.78771 -2.84784  0.114
F -3.65867 4.28726 -0.91919  0.125
H 1.49882 5.11258 1.34209  0.055
H 7.28670 -4.62072 3.04138  0.071
C 6.10643 -6.32483 -3.34565  -0.055
H -7.14239 7.17655 -0.67799  0.076
H -3.85580 -3.40373 4.57598  0.138
H 2.45490 0.46191 4.19608  0.109
H 6.28911 3.30855 2.75419  0.070
H -2.02422 3.06691 -2.69392  0.098
H -10.30595 -0.07043 2.71359  0.111
H 0.97176 2.10841 0.73877  0.062
H 1.66336 2.75866 -7.42998  0.152
C 2.66290 -0.67319 6.19739  -0.258
H 6.94393 -1.99729 6.25978  0.080
H 4.49245 -0.28997 8.81544  0.102
C 2.85791 7.28942 -2.59146  -0.236
N -2.21350 -3.83666 3.28459  -0.211
C 3.69437 -3.69845 -0.54983  -0.044
C 1.97799 7.79769 5.50268  -0.089
H 3.49374 -4.72330 10.78115  0.073
S 0.50859 -6.33440 -1.52501  0.466
C -8.58036 0.04109 0.13132  -0.239
H 4.98619 -7.30873 3.61732  0.075
F 3.07440 -0.35840 -5.08990  0.138
C 5.24300 0.82218 5.87671  -0.246
H -10.97334 1.75872 1.02311  0.111
H -3.09391 -2.29767 1.12159  0.055
H 2.50207 -3.59587 2.10379  0.069
C 0.03268 2.66080 0.70558  -0.101
C 2.03346 -0.35246 4.78540  -0.222
H -0.83435 3.95882 -0.87145  0.095
H 1.94371 -2.10803 -6.71003  0.091
H 0.48122 -1.40994 -7.34126  0.085
H -0.80238 1.96461 0.78382  0.058
O -4.98334 -5.32014 -8.15896  -0.267
H 0.17715 2.75315 -1.57349  0.076
C 3.08302 9.52626 -3.83080  -0.099
H 0.47259 3.32241 -3.80108  0.069
H 4.56044 2.03883 -2.08917  0.101
C 2.10447 -4.36410 2.76698  -0.032
C -6.02644 -4.28066 -4.03761  -0.094
H 5.69524 -4.76085 3.90661  0.062
H -1.16132 -3.42035 5.07509  0.125
H -11.47954 0.52130 5.32543  0.071
H 4.49625 -2.96440 -0.47072  0.077
H 3.02387 -3.26732 0.19358  0.036
C -2.78380 -1.65035 1.94190  -0.041
H 3.19604 -3.69820 -1.51925  0.064
H -1.85966 1.16791 -7.70527  0.103
H -9.62047 4.81864 0.18466  0.112
H -12.58555 0.92577 2.59667  0.115
F 4.58061 -0.31968 -3.49179  0.091
H 2.23165 3.66865 -0.77891  0.088
H 6.73059 3.19257 7.05157  0.072
H 2.01297 -3.35443 -4.81886  0.142
H 4.69771 -4.89811 -2.63932  0.117
F 0.25182 -8.85618 -1.03101  0.155
H 0.12239 0.27589 -2.61559  0.074
H 2.20895 -0.18192 7.05802  0.108

2S+1	1
net charge	+3
DFT total energy	-203634.27247	eV
molar mass	1941.65	g/mol